[1]
{
  "formula": "C5H14O2S2Si",
  "method": "ωB97M-V with the def2-TZVPD basis set",
  "de_lowest_ev": 0.000,
  "total_charge": 0,
  "homo_ha": [-0.31263, -0.31260],
  "elements": ["C", "C", "C", "C", "C", "O", "O", "Si", "S", "S", "H", "H", "H", "H", "H", "H", "H", "H", "H", "H", "H", "H", "H", "H"],
  "positions_angstrom": [[0.397, 1.023, -2.206], [2.611, 0.507, 1.568], [-1.017, -2.766, -0.208], [-0.940, 0.740, -1.453], [-0.665, 0.802, -0.050], [1.881, -0.354, 0.826], [0.142, -2.033, -0.013], [0.206, -0.676, 0.803], [-2.907, -0.018, 0.606], [-0.429, 2.421, 0.526], [1.198, 0.428, -1.787], [0.325, 0.698, -3.223], [0.777, 2.069, -1.961], [3.005, 0.076, 2.470], [1.892, 1.290, 1.921], [3.387, 1.048, 0.996], [-1.824, -2.421, 0.414], [-0.835, -3.917, 0.089], [-1.205, -2.603, -1.296], [-1.467, 1.540, -2.021], [-1.273, -0.344, -1.686], [-0.378, -0.423, 2.229], [-2.823, 0.967, 1.675], [-0.056, 1.945, 1.780]],
  "atomic_forces_ev_per_a": [[1.4, 0.1, 1.7], [-0.8, 2.9, 1.1], [-0.2, -3.0, -0.8], [0.9, -1.1, -3.9], [-2.0, -0.4, 1.4], [-2.2, -2.4, -1.7], [1.0, -0.1, 0.5], [1.5, 3.1, 2.0], [1.8, 2.4, 1.6], [0.3, -0.9, 1.6], [0.3, -0.5, 0.2], [-0.1, 0.6, -0.8], [-0.8, -1.1, -1.1], [0.6, -0.5, 0.3], [0.9, 0.0, 0.1], [-0.2, -0.5, 0.1], [-0.5, 0.1, 0.0], [-0.3, 2.5, -1.0], [-0.6, -0.9, 0.8], [-1.2, -0.8, 1.4], [0.2, 2.0, -0.1], [0.7, -0.8, -1.0], [-0.3, -1.7, -1.6], [-0.3, 0.9, -0.8]]
}

[2]
{
  "formula": "C5H14O3",
  "method": "ωB97M-V with the def2-TZVPD basis set",
  "de_lowest_ev": 1.212,
  "total_charge": 0,
  "homo_ha": -0.31237,
  "smiles": "C=C/C=C/C.O.O.O",
  "elements": ["C", "C", "C", "C", "C", "H", "H", "H", "H", "H", "H", "H", "H", "O", "H", "H", "O", "H", "H", "O", "H", "H"],
  "positions_angstrom": [[-0.080, 0.265, -2.459], [-0.337, -0.554, -1.434], [-0.269, -0.135, -0.032], [-0.686, -0.835, 1.021], [-0.922, -0.202, 2.354], [-0.502, 0.087, -3.425], [0.412, 1.171, -2.155], [-0.711, -1.560, -1.606], [-0.254, 0.926, 0.121], [-0.779, -1.905, 0.994], [-0.372, 0.736, 2.410], [-0.692, -0.938, 3.122], [-1.972, 0.081, 2.486], [-3.309, 0.152, -0.103], [-2.614, 0.668, -0.526], [-4.158, 0.458, -0.445], [2.415, -2.004, -0.027], [3.057, -1.296, -0.140], [1.628, -1.679, -0.475], [3.090, 2.023, -0.035], [3.399, 1.903, 0.863], [3.655, 2.637, -0.510]],
  "atomic_forces_ev_per_a": [[-0.4, -0.2, 1.4], [0.1, -0.6, 0.0], [-0.8, -0.2, -0.2], [0.6, 0.2, 0.1], [-0.4, -0.1, -0.3], [0.5, -0.1, -0.6], [-0.1, 0.7, -0.6], [-0.3, 0.1, -0.1], [0.6, 0.7, 0.0], [-0.3, -0.4, -0.3], [0.3, -0.2, 0.4], [0.3, 0.4, 0.3], [-0.1, -0.2, -0.2], [-0.3, -0.1, 0.1], [-0.2, 0.0, -0.1], [0.3, 0.1, -0.1], [0.2, -0.1, 0.0], [0.0, 0.0, 0.0], [0.0, 0.1, 0.0], [-0.5, -0.3, -0.4], [0.3, 0.3, 0.0], [0.2, 0.0, 0.4]]
}

[3]
{
  "formula": "C5H14OS",
  "method": "ωB97M-V with the def2-TZVPD basis set",
  "de_lowest_ev": 0.933,
  "total_charge": 0,
  "homo_ha": -0.31270,
  "smiles": "CCCCSC.O",
  "elements": ["C", "C", "C", "C", "S", "C", "H", "H", "H", "H", "H", "H", "H", "H", "H", "H", "H", "H", "O", "H", "H"],
  "positions_angstrom": [[-1.332, 1.517, 1.494], [-1.027, 0.230, 0.718], [0.239, 0.292, -0.190], [1.432, -0.695, 0.322], [0.707, -2.376, 0.487], [1.287, -3.077, -1.159], [-0.494, 1.984, 2.015], [-2.108, 1.317, 2.238], [-1.827, 2.232, 0.842], [-0.809, -0.601, 1.404], [-1.921, -0.061, 0.174], [0.101, 0.133, -1.244], [0.740, 1.270, -0.089], [1.894, -0.599, 1.300], [2.101, -0.732, -0.546], [0.646, -2.664, -1.958], [2.257, -2.583, -1.167], [1.281, -4.171, -1.199], [-0.893, 3.128, -1.322], [-0.434, 2.460, -0.800], [-1.839, 2.996, -1.320]],
  "atomic_forces_ev_per_a": [[-0.8, -0.3, 0.0], [1.1, -0.1, 0.2], [1.8, 0.1, 2.3], [-2.5, -0.6, -1.7], [0.3, -1.0, -0.9], [-0.7, 1.3, 0.7], [0.1, -0.1, -0.2], [0.2, -0.2, 0.2], [0.4, 0.3, 0.0], [-0.4, 0.3, 0.0], [0.0, -0.1, -0.2], [-0.3, -0.4, -0.4], [-0.3, 0.1, -0.1], [0.0, 1.1, -0.2], [0.5, 0.1, 0.7], [0.3, -0.3, 0.3], [0.2, -0.8, -0.7], [0.2, 0.4, 0.3], [0.7, 0.6, -0.4], [-0.6, 0.0, -0.1], [-0.1, -0.4, 0.3]]
}

[4]
{
  "formula": "C5H14OS",
  "method": "ωB97M-V with the def2-TZVPD basis set",
  "de_lowest_ev": 0.497,
  "total_charge": 0,
  "homo_ha": -0.33666,
  "smiles": "CC(C)O.CCS",
  "elements": ["C", "C", "C", "O", "H", "H", "H", "H", "H", "H", "H", "H", "C", "C", "S", "H", "H", "H", "H", "H", "H"],
  "positions_angstrom": [[1.359, -0.502, -1.044], [1.258, -1.387, 0.195], [2.089, -0.898, 1.396], [1.755, -2.670, -0.177], [0.798, -0.998, -1.910], [2.395, -0.336, -1.272], [0.845, 0.482, -0.880], [0.180, -1.496, 0.503], [1.700, 0.088, 1.825], [3.112, -0.777, 1.048], [2.115, -1.686, 2.151], [1.258, -3.287, 0.335], [-2.090, 0.391, -0.512], [-2.085, 1.944, -0.474], [-2.464, 2.605, 1.212], [-3.058, 0.055, -0.145], [-1.346, 0.037, 0.240], [-1.892, -0.096, -1.501], [-1.061, 2.267, -0.693], [-2.732, 2.367, -1.248], [-2.137, 3.898, 0.953]],
  "atomic_forces_ev_per_a": [[-2.0, 0.1, -0.3], [-0.6, 0.2, 0.4], [-0.7, 1.0, -0.2], [0.2, 0.4, -0.5], [1.0, 0.6, 1.1], [0.5, 0.1, -0.4], [0.6, -0.8, 0.0], [0.9, 0.2, -0.3], [0.5, -1.4, -0.5], [0.1, 0.2, 0.1], [-0.2, 0.3, 0.1], [-0.3, -0.9, 0.4], [0.1, 0.2, 0.9], [0.9, -0.3, -0.5], [0.0, 0.0, -0.6], [-0.1, -0.2, -0.1], [-0.4, 0.1, -0.7], [-0.1, 0.8, 0.8], [-0.2, 0.1, -0.1], [-0.1, -0.1, 0.4], [-0.1, -0.5, 0.0]]
}

[5]
{
  "formula": "C5H14OS2",
  "method": "ωB97M-V with the def2-TZVPD basis set",
  "de_lowest_ev": 0.407,
  "total_charge": 0,
  "homo_ha": -0.32978,
  "smiles": "CCSSC.CCO",
  "elements": ["C", "C", "S", "S", "C", "H", "H", "H", "H", "H", "H", "H", "H", "C", "C", "O", "H", "H", "H", "H", "H", "H"],
  "positions_angstrom": [[-0.353, 0.393, 2.536], [1.147, 0.584, 2.374], [2.123, -0.884, 2.826], [1.604, -2.227, 1.382], [2.765, -1.821, 0.059], [-0.889, 1.312, 2.247], [-0.600, 0.156, 3.584], [-0.703, -0.435, 1.896], [1.412, 0.876, 1.339], [1.528, 1.371, 3.053], [3.811, -1.928, 0.394], [2.587, -2.530, -0.767], [2.620, -0.795, -0.320], [-2.202, 1.333, -2.989], [-2.017, 0.265, -1.936], [-0.622, 0.206, -1.625], [-1.622, 1.083, -3.894], [-1.856, 2.309, -2.609], [-3.266, 1.420, -3.266], [-2.605, 0.510, -1.031], [-2.372, -0.713, -2.313], [-0.491, -0.485, -0.942]],
  "atomic_forces_ev_per_a": [[-0.2, 0.0, 0.1], [0.2, 0.3, -0.2], [-0.1, 0.0, 0.0], [0.0, 0.0, -0.1], [0.5, 0.2, -0.4], [0.2, -0.3, 0.1], [0.1, 0.1, -0.4], [0.1, 0.3, 0.3], [-0.1, -0.1, 0.5], [-0.2, -0.3, -0.3], [-0.5, 0.0, -0.1], [0.0, 0.2, 0.3], [0.0, -0.4, 0.2], [-0.1, 0.2, -0.2], [-0.1, -0.2, 0.1], [-0.1, -0.7, 0.6], [-0.2, 0.1, 0.4], [-0.1, -0.4, -0.2], [0.4, 0.0, 0.1], [0.2, -0.1, -0.3], [0.1, 0.3, 0.1], [-0.1, 0.6, -0.6]]
}

[6]
{
  "formula": "C5H14P2",
  "method": "ωB97M-V with the def2-TZVPD basis set",
  "de_lowest_ev": 5.666,
  "total_charge": 0,
  "homo_ha": [-0.32697, -0.27073],
  "elements": ["C", "C", "C", "C", "C", "P", "P", "H", "H", "H", "H", "H", "H", "H", "H", "H", "H", "H", "H", "H", "H"],
  "positions_angstrom": [[-1.777, 1.554, 1.257], [-0.456, -2.235, -0.536], [2.239, -1.347, -0.541], [-1.232, 0.789, 0.098], [0.208, 0.453, 0.055], [1.340, 1.845, 0.538], [0.752, -1.174, 0.378], [-2.586, 2.098, 0.914], [-1.784, 0.961, 2.164], [-1.122, 2.333, 1.604], [-1.561, -1.882, -0.400], [-0.349, -3.273, -0.039], [-0.140, -2.262, -1.590], [2.972, -0.559, -0.154], [1.682, -1.013, -1.556], [2.713, -2.316, -0.656], [-1.697, -0.214, -0.203], [-1.552, 1.504, -0.670], [0.684, 0.074, -2.330], [0.706, 2.201, 1.798], [0.553, 2.748, -0.099]],
  "atomic_forces_ev_per_a": [[1.8, -1.0, 1.8], [-0.8, -1.0, 1.4], [0.2, 1.8, -1.9], [-0.9, -1.3, -1.9], [1.1, 0.8, -0.3], [0.5, -1.0, 0.8], [-1.7, -0.4, 1.3], [-2.5, 0.4, 0.1], [-1.2, -0.3, 0.2], [0.6, 0.5, -0.5], [2.2, -0.9, -0.4], [-0.3, 1.5, -1.1], [-0.4, 0.0, 0.2], [-0.9, -1.1, -0.9], [1.9, -0.3, 1.1], [-0.2, -0.1, 0.3], [-0.4, 1.9, 0.9], [0.9, -0.6, -0.9], [-0.1, 0.2, 0.9], [0.6, -0.4, -0.5], [-0.5, 1.1, -0.8]]
}

Computed values of max |F| (unit: eV/A) for the preceding records, in sequence: 4.18 1.44 3.08 2.06 0.93 2.80.